No. 1
C29H40N6OOsS2Si2 | ωB97M-V/def2-TZVPD

Cartesian coordinates (Å):
Os (-0.105, 0.619, 1.699)
C (4.030, 1.095, 0.447)
C (2.556, 0.877, 0.569)
N (1.925, 0.673, 1.778)
N (2.599, 0.635, 2.980)
C (1.888, 0.523, 4.084)
N (2.487, 0.468, 5.268)
S (0.148, 0.465, 4.013)
C (1.691, 0.890, -0.547)
C (2.149, 1.005, -1.878)
C (1.252, 1.067, -2.908)
C (-0.131, 1.021, -2.643)
C (-0.542, 0.896, -1.346)
N (0.327, 0.812, -0.315)
H (4.498, 1.367, 1.393)
H (4.233, 1.918, -0.239)
H (4.533, 0.206, 0.057)
H (3.607, 0.691, 2.988)
H (3.489, 0.438, 5.375)
H (1.926, 0.349, 6.096)
H (3.213, 1.036, -2.069)
H (1.605, 1.162, -3.928)
H (-0.863, 1.092, -3.434)
H (-1.592, 0.875, -1.084)
C (-2.994, -0.050, 3.863)
Si (-2.609, 0.592, 2.177)
C (-3.615, -0.363, 0.958)
C (-2.943, 2.420, 1.968)
C (-4.301, 2.768, 2.017)
C (-4.696, 4.094, 1.923)
C (-3.745, 5.092, 1.765)
C (-2.400, 4.760, 1.704)
C (-1.977, 3.427, 1.799)
Si (-0.150, 3.109, 1.704)
C (0.739, 3.802, 3.171)
C (0.592, 3.836, 0.176)
H (-4.080, -0.052, 4.004)
H (-2.559, 0.565, 4.653)
H (-2.642, -1.079, 3.980)
H (-4.652, -0.076, 1.169)
H (-3.524, -1.439, 1.119)
H (-3.418, -0.131, -0.090)
H (-5.066, 2.007, 2.150)
H (-5.747, 4.347, 1.976)
H (-4.052, 6.127, 1.687)
H (-1.671, 5.557, 1.577)
H (0.660, 4.894, 3.128)
H (1.804, 3.552, 3.156)
H (0.304, 3.466, 4.113)
H (0.542, 4.927, 0.263)
H (0.056, 3.549, -0.730)
H (1.647, 3.567, 0.065)
C (-1.772, -1.837, -3.734)
C (-2.056, -2.992, -2.779)
C (-1.656, -2.695, -1.342)
N (-0.186, -2.703, -1.240)
C (0.515, -2.429, -0.172)
S (-0.186, -1.978, 1.346)
N (1.873, -2.534, -0.188)
C (2.802, -2.662, -1.270)
O (3.845, -2.072, -1.161)
C (2.448, -3.532, -2.415)
C (1.783, -4.743, -2.216)
C (1.519, -5.562, -3.300)
C (1.905, -5.168, -4.577)
C (2.575, -3.966, -4.773)
C (2.863, -3.152, -3.689)
H (-2.043, -2.098, -4.757)
H (-0.712, -1.562, -3.735)
H (-2.351, -0.952, -3.453)
H (-1.538, -3.897, -3.116)
H (-3.119, -3.234, -2.782)
H (-2.067, -3.432, -0.653)
H (-2.012, -1.714, -1.034)
H (0.314, -3.067, -2.044)
H (2.310, -2.189, 0.655)
H (1.505, -5.056, -1.214)
H (1.023, -6.513, -3.150)
H (1.696, -5.811, -5.423)
H (2.886, -3.673, -5.767)
H (3.409, -2.225, -3.817)

Summary:
Net charge = +2
Max |F| = 0.0192 hartree/bohr
Gap between HOMO and LUMO (alpha / beta) = 6.6 / 6.2 eV
Total energy = -2998.4251 hartree
Spin multiplicity = 5

***

No. 2
C29H40NO2P2SiTi | ωB97M-V/def2-TZVPD

Cartesian coordinates (Å):
C (-3.148, -0.573, -2.836)
C (-2.357, -0.245, -1.723)
N (-1.017, -0.512, -1.738)
C (-0.463, -1.197, -2.758)
C (-1.235, -1.642, -3.820)
C (-2.582, -1.299, -3.875)
C (-2.960, 0.271, -0.479)
P (-1.918, 1.104, 0.755)
Ti (0.127, 0.177, -0.097)
P (1.845, -1.247, -1.066)
C (1.006, -1.524, -2.694)
O (-3.571, -1.921, 0.633)
O (-1.379, -2.945, 0.154)
H (-4.204, -0.299, -2.814)
H (-0.745, -2.233, -4.592)
H (-3.180, -1.581, -4.732)
C (-1.939, 2.913, 0.516)
C (-2.833, 0.921, 2.311)
H (1.166, -2.586, -2.937)
H (1.555, -0.925, -3.440)
H (-3.367, -0.873, 0.212)
H (-3.875, 0.849, -0.690)
C (3.543, -0.761, -1.436)
C (1.962, -2.913, -0.338)
H (-0.385, -1.873, 0.576)
H (-1.320, -3.718, 0.750)
H (-2.417, -2.592, 0.315)
H (-4.432, -2.146, 0.277)
H (0.652, 1.463, -0.900)
H (0.179, -1.275, 1.031)
H (-2.957, 3.299, 0.686)
H (-1.235, 3.363, 1.239)
H (-1.606, 3.158, -0.503)
H (-3.705, 1.590, 2.289)
H (-3.175, -0.117, 2.416)
H (-2.194, 1.185, 3.162)
H (2.603, -3.509, -1.003)
H (2.401, -2.840, 0.663)
H (0.960, -3.348, -0.265)
H (3.993, -1.467, -2.153)
H (3.561, 0.256, -1.853)
H (4.129, -0.748, -0.506)
C (2.422, -3.045, 4.497)
C (1.114, -2.608, 4.241)
C (0.895, -1.518, 3.391)
C (1.984, -0.850, 2.807)
C (3.272, -1.393, 2.924)
C (3.499, -2.446, 3.822)
Si (1.658, 0.764, 1.835)
C (1.065, 2.017, 3.146)
C (0.095, 1.665, 4.089)
C (-0.413, 2.612, 4.987)
C (0.100, 3.917, 4.988)
C (1.119, 4.268, 4.091)
C (1.605, 3.315, 3.182)
C (3.121, 1.664, 1.009)
C (2.813, 2.663, 0.072)
C (3.830, 3.278, -0.670)
C (5.168, 2.938, -0.435)
C (5.480, 2.013, 0.571)
C (4.463, 1.403, 1.321)
H (2.588, -3.860, 5.207)
H (0.255, -3.097, 4.697)
H (-0.131, -1.209, 3.171)
H (4.104, -1.015, 2.330)
H (4.513, -2.807, 4.000)
H (-0.270, 0.640, 4.122)
H (-1.196, 2.321, 5.687)
H (-0.291, 4.651, 5.695)
H (1.540, 5.277, 4.105)
H (2.411, 3.598, 2.502)
H (1.773, 2.963, -0.092)
H (3.559, 4.027, -1.412)
H (5.955, 3.422, -1.018)
H (6.521, 1.760, 0.764)
H (4.733, 0.764, 2.162)

Summary:
Net charge = +1
Max |F| = 0.0389 hartree/bohr
Gap between HOMO and LUMO = 6.6 eV
Total energy = -3155.6350 hartree
Spin multiplicity = 1

***

No. 3
C29H41CeCl5P2 | ωB97M-V/def2-TZVPD

Cartesian coordinates (Å):
Ce (-0.209, 0.248, 1.391)
C (-0.783, -2.324, 2.287)
C (0.518, -2.487, 1.706)
C (0.729, -1.110, 3.560)
C (-0.652, -1.474, 3.434)
C (1.445, -1.717, 2.480)
C (-2.051, -3.014, 1.906)
H (-1.951, -3.598, 0.988)
H (-2.889, -2.312, 1.773)
H (-2.349, -3.718, 2.698)
C (-1.778, -1.077, 4.325)
H (-2.652, -1.718, 4.162)
H (-2.093, -0.037, 4.150)
H (-1.506, -1.153, 5.387)
C (1.358, -0.300, 4.639)
H (0.945, -0.546, 5.626)
H (1.210, 0.778, 4.490)
H (2.440, -0.480, 4.688)
C (2.924, -1.702, 2.316)
H (3.404, -2.296, 3.108)
H (3.342, -0.688, 2.381)
H (3.238, -2.140, 1.365)
C (0.906, -3.439, 0.630)
H (1.753, -4.059, 0.960)
H (1.231, -2.919, -0.279)
H (0.085, -4.117, 0.375)
C (-1.169, 1.157, -3.299)
C (-1.609, -0.068, -3.665)
C (-1.123, -0.829, -4.856)
C (0.400, -0.766, -5.117)
C (1.281, -0.558, -3.921)
C (1.763, 0.644, -3.523)
C (1.213, 1.974, -3.930)
C (-0.320, 2.035, -4.167)
H (-1.632, -0.463, -5.767)
H (0.596, -0.011, -5.894)
H (-1.425, -1.884, -4.760)
H (-0.520, 1.883, -5.241)
H (-1.607, 1.664, -2.431)
H (-2.530, -0.488, -3.255)
H (-0.618, 3.073, -3.943)
H (1.458, 2.741, -3.177)
H (2.773, 0.693, -3.099)
H (1.735, 2.316, -4.847)
H (0.683, -1.735, -5.554)
H (1.721, -1.487, -3.536)
P (-1.491, -1.079, -0.557)
C (-2.954, 0.017, -0.724)
C (-1.677, -2.506, -1.627)
P (1.932, 0.004, -0.287)
C (0.121, -0.123, -1.099)
C (3.004, -1.120, -1.205)
C (2.455, 1.709, -0.689)
H (-2.900, 0.919, -0.094)
H (-3.808, -0.584, -0.376)
H (-3.168, 0.345, -1.744)
H (-1.304, -2.318, -2.643)
H (-2.750, -2.752, -1.665)
H (-1.144, -3.366, -1.197)
H (1.977, 2.040, -1.615)
H (3.545, 1.723, -0.828)
H (2.186, 2.423, 0.103)
H (-0.147, 0.927, -1.275)
H (0.296, -0.593, -2.066)
H (3.639, -1.661, -0.491)
H (3.665, -0.562, -1.880)
H (2.434, -1.856, -1.780)
Cl (-1.010, 1.857, 5.678)
C (-0.969, 2.966, 4.359)
C (-0.825, 2.534, 3.043)
C (-0.905, 3.457, 2.025)
Cl (-0.813, 2.868, 0.351)
C (-1.060, 4.840, 2.262)
Cl (-1.146, 5.940, 0.959)
C (-1.151, 5.291, 3.604)
Cl (-1.328, 6.947, 3.958)
C (-1.116, 4.348, 4.658)
Cl (-1.274, 4.869, 6.281)

Summary:
Net charge = +1
Energy above the lowest of the compared OMol25 structures with the same formula, charge and spin = 0.0 kJ/mol
Max |F| = 0.0875 hartree/bohr
Gap between HOMO and LUMO (alpha / beta) = 7.7 / 7.7 eV
Total energy = -4588.0737 hartree
Spin multiplicity = 2

***

No. 4
C29H41F5IrOP2 | ωB97M-V/def2-TZVPD

Cartesian coordinates (Å):
Ir (-1.006, 1.161, 0.803)
C (-1.100, 3.321, 1.404)
C (-2.370, 2.863, 0.886)
C (-1.939, 1.734, 2.890)
C (-0.852, 2.634, 2.651)
C (-2.880, 1.860, 1.797)
C (-0.211, 4.311, 0.735)
H (-0.404, 4.299, -0.342)
H (0.843, 4.082, 0.918)
H (-0.411, 5.326, 1.097)
C (0.313, 2.796, 3.570)
H (1.110, 3.390, 3.115)
H (0.728, 1.811, 3.829)
H (0.008, 3.278, 4.515)
C (-2.043, 0.855, 4.097)
H (-2.450, 1.411, 4.961)
H (-1.048, 0.488, 4.384)
H (-2.683, -0.013, 3.917)
C (-4.138, 1.086, 1.600)
H (-4.978, 1.567, 2.115)
H (-4.038, 0.064, 1.980)
H (-4.378, 1.053, 0.533)
C (-3.040, 3.354, -0.349)
H (-3.743, 4.154, -0.099)
H (-3.608, 2.548, -0.824)
H (-2.301, 3.766, -1.042)
C (2.461, -1.097, -3.976)
C (1.977, -0.005, -4.582)
C (1.058, 0.038, -5.764)
C (0.057, -1.149, -5.907)
C (-0.605, -1.577, -4.630)
C (-0.153, -2.520, -3.790)
C (1.128, -3.291, -3.920)
C (2.341, -2.501, -4.490)
H (1.633, 0.118, -6.701)
H (0.552, -1.989, -6.416)
H (0.469, 0.965, -5.701)
H (2.319, -2.530, -5.589)
H (3.059, -1.005, -3.053)
H (2.345, 0.983, -4.280)
H (3.248, -3.049, -4.181)
H (1.405, -3.658, -2.921)
H (-0.777, -2.843, -2.952)
H (0.982, -4.193, -4.538)
H (-0.740, -0.800, -6.584)
H (-1.569, -1.081, -4.440)
P (0.800, 0.769, -0.461)
C (2.359, 0.799, 0.382)
C (0.679, 1.745, -1.971)
P (-1.307, -0.890, -0.083)
C (0.361, -0.960, -0.845)
C (-2.544, -0.879, -1.398)
C (-1.451, -2.179, 1.140)
H (2.224, 0.377, 1.389)
H (2.691, 1.840, 0.454)
H (3.087, 0.209, -0.184)
H (0.990, 1.137, -2.828)
H (1.350, 2.615, -1.884)
H (-0.352, 2.095, -2.143)
H (-1.221, -3.145, 0.682)
H (-2.476, -2.180, 1.525)
H (-0.748, -1.975, 1.959)
H (1.018, -1.678, -0.332)
H (0.345, -1.178, -1.919)
H (-3.478, -1.305, -0.997)
H (-2.213, -1.472, -2.261)
H (-2.732, 0.153, -1.734)
F (3.650, -3.947, 6.353)
C (3.010, -3.065, 5.558)
C (2.908, -3.302, 4.179)
F (3.451, -4.436, 3.679)
C (2.259, -2.405, 3.361)
F (2.150, -2.634, 2.032)
C (1.655, -1.202, 3.868)
O (1.047, -0.390, 3.114)
C (1.773, -1.009, 5.285)
F (1.201, 0.093, 5.826)
C (2.430, -1.912, 6.097)
F (2.514, -1.705, 7.432)

Summary:
Net charge = +2
Energy above the lowest of the compared OMol25 structures with the same formula, charge and spin = 0.0 kJ/mol
Max |F| = 0.1769 hartree/bohr
Gap between HOMO and LUMO (alpha / beta) = 4.7 / 5.5 eV
Total energy = -2490.4417 hartree
Spin multiplicity = 6

***

No. 5
C29H41F5P2Pt | ωB97M-V/def2-TZVPD

Cartesian coordinates (Å):
Pt (0.194, -0.780, -1.179)
C (0.755, 3.787, 1.085)
C (-0.514, 3.858, 1.693)
C (0.516, 1.942, 2.431)
C (1.410, 2.610, 1.548)
C (-0.659, 2.721, 2.540)
C (1.363, 4.811, 0.200)
H (0.588, 5.345, -0.354)
H (2.057, 4.368, -0.517)
H (1.923, 5.554, 0.785)
C (2.770, 2.198, 1.198)
H (3.369, 3.059, 0.858)
H (2.781, 1.459, 0.352)
H (3.286, 1.733, 2.054)
C (0.776, 0.683, 3.159)
H (1.842, 0.467, 3.188)
H (0.279, -0.164, 2.669)
H (0.419, 0.744, 4.191)
C (-1.818, 2.494, 3.425)
H (-1.778, 3.139, 4.320)
H (-1.854, 1.456, 3.780)
H (-2.766, 2.724, 2.906)
C (-1.482, 4.962, 1.538)
H (-1.273, 5.782, 2.238)
H (-2.504, 4.615, 1.729)
H (-1.438, 5.379, 0.522)
C (-0.036, -2.172, -2.958)
C (0.193, -0.653, -3.110)
C (-0.967, 0.131, -3.682)
C (-2.076, 0.384, -2.645)
C (-1.764, -0.052, -1.185)
C (-2.323, -1.418, -0.688)
C (-2.188, -2.696, -1.533)
C (-1.491, -2.682, -2.896)
H (-1.362, -0.405, -4.573)
H (-3.005, -0.096, -2.947)
H (-0.594, 1.083, -4.071)
H (-2.113, -2.199, -3.656)
H (0.341, -2.544, -3.920)
H (1.145, -0.483, -3.624)
H (-1.398, -3.736, -3.205)
H (-1.696, -3.474, -0.936)
H (-3.403, -1.274, -0.521)
H (-3.212, -3.076, -1.703)
H (-2.273, 1.465, -2.627)
H (-2.451, 0.597, -0.611)
P (2.239, 0.901, -1.664)
C (3.409, 0.235, -2.944)
C (1.416, 2.349, -2.427)
P (-1.917, -1.847, 1.118)
C (-0.142, -1.713, 0.691)
C (-2.748, -0.574, 2.090)
C (-2.427, -3.439, 1.726)
H (3.812, -0.709, -2.523)
H (4.221, 0.986, -3.031)
H (2.947, 0.038, -3.929)
H (0.821, 2.129, -3.328)
H (2.195, 3.097, -2.648)
H (0.746, 2.791, -1.673)
H (-2.951, -3.999, 0.939)
H (-3.111, -3.258, 2.568)
H (-1.557, -4.008, 2.081)
H (0.671, -2.711, -2.290)
H (-0.874, 0.524, -0.650)
H (-2.678, -0.827, 3.161)
H (-3.816, -0.560, 1.796)
H (-2.312, 0.422, 1.941)
F (2.594, -0.970, 1.180)
C (2.209, -2.268, 1.331)
C (0.916, -2.664, 0.917)
C (0.882, -4.066, 0.618)
F (-0.016, -4.553, -0.311)
C (1.846, -4.966, 1.069)
F (1.727, -6.272, 0.744)
C (2.963, -4.515, 1.763)
F (3.847, -5.388, 2.296)
C (3.173, -3.138, 1.824)
F (4.347, -2.671, 2.297)

Summary:
Net charge = +2
Energy above the lowest of the compared OMol25 structures with the same formula, charge and spin = 0.0 kJ/mol
Max |F| = 0.1084 hartree/bohr
Gap between HOMO and LUMO (alpha / beta) = 7.4 / 5.2 eV
Total energy = -2430.1014 hartree
Spin multiplicity = 5

***

No. 6
C29H41F5P2Sn | ωB97M-V/def2-TZVPD

Cartesian coordinates (Å):
Sn (0.015, 0.926, -1.340)
C (1.423, -1.611, 2.848)
C (0.847, -0.457, 3.442)
C (-0.693, -2.164, 3.555)
C (0.473, -2.666, 2.926)
C (-0.455, -0.805, 3.901)
C (2.777, -1.721, 2.271)
H (3.181, -0.733, 2.019)
H (2.764, -2.334, 1.358)
H (3.479, -2.196, 2.975)
C (0.643, -4.050, 2.445)
H (1.642, -4.201, 2.026)
H (-0.096, -4.289, 1.667)
H (0.497, -4.770, 3.263)
C (-1.933, -2.930, 3.782)
H (-1.729, -3.869, 4.316)
H (-2.414, -3.198, 2.829)
H (-2.650, -2.346, 4.368)
C (-1.423, 0.084, 4.573)
H (-1.969, -0.461, 5.353)
H (-2.162, 0.475, 3.856)
H (-0.913, 0.934, 5.041)
C (1.496, 0.865, 3.546)
H (2.387, 0.828, 4.193)
H (0.808, 1.607, 3.966)
H (1.826, 1.225, 2.558)
C (1.369, 0.169, -2.585)
C (2.359, 1.221, -2.488)
C (2.467, 2.266, -1.431)
C (1.459, 3.424, -1.756)
C (0.032, 2.906, -1.776)
C (-0.604, 2.160, -2.848)
C (0.018, 1.646, -4.136)
C (0.649, 0.228, -3.957)
H (3.492, 2.666, -1.425)
H (1.732, 3.905, -2.710)
H (2.279, 1.865, -0.413)
H (1.351, 0.016, -4.778)
H (1.692, -0.843, -2.301)
H (2.555, 1.690, -3.471)
H (-0.139, -0.537, -4.008)
H (-0.795, 1.562, -4.874)
H (-1.677, 2.345, -2.936)
H (0.747, 2.355, -4.560)
H (1.545, 4.195, -0.978)
H (-0.662, 3.513, -1.184)
P (4.704, 0.798, -3.072)
C (4.374, -0.654, -4.137)
C (4.983, -0.147, -1.525)
P (-3.804, 2.106, 1.665)
C (-2.929, 0.608, 1.520)
C (-2.411, 3.290, 1.351)
C (-4.733, 2.177, 0.070)
H (3.350, -1.030, -4.008)
H (5.115, -1.428, -3.902)
H (4.515, -0.323, -5.175)
H (5.588, 0.487, -0.863)
H (5.537, -1.067, -1.756)
H (4.027, -0.373, -1.035)
H (-4.642, 3.179, -0.368)
H (-5.791, 1.976, 0.285)
H (-4.353, 1.422, -0.629)
H (-3.455, -0.345, 1.462)
H (-1.842, 0.571, 1.635)
H (-2.072, 3.689, 2.319)
H (-2.772, 4.124, 0.734)
H (-1.572, 2.778, 0.855)
F (0.044, -2.211, -0.306)
C (-1.227, -1.937, -0.735)
C (-1.484, -0.716, -1.345)
C (-2.770, -0.550, -1.835)
F (-3.096, 0.593, -2.526)
C (-3.788, -1.488, -1.649)
F (-5.041, -1.234, -2.087)
C (-3.511, -2.674, -0.972)
F (-4.483, -3.577, -0.739)
C (-2.214, -2.902, -0.518)
F (-1.935, -4.042, 0.164)

Summary:
Net charge = +2
Energy above the lowest of the compared OMol25 structures with the same formula, charge and spin = 61.3 kJ/mol
Max |F| = 0.1512 hartree/bohr
Gap between HOMO and LUMO (alpha / beta) = 3.0 / 3.1 eV
Total energy = -2525.0067 hartree
Spin multiplicity = 1